Entry 1:
Here is one molecule with the formula C23H48Cl2INO5P2 from the OMol25 dataset. Energies are from the ωB97M-V functional and the def2-TZVPD basis.

Element x y z (Å)
C (-5.60, -3.58, -3.48)
C (-6.29, -2.59, -2.55)
C (-5.99, -1.13, -2.92)
C (-6.19, -0.13, -1.77)
C (-5.09, 0.93, -1.63)
C (-4.68, 1.25, -0.19)
C (-3.23, 1.73, -0.09)
C (-2.87, 2.33, 1.27)
C (-1.52, 3.08, 1.27)
C (-0.52, 2.67, 2.37)
C (0.93, 2.43, 1.89)
C (1.58, 1.11, 2.37)
C (2.03, 0.11, 1.25)
N (2.99, 0.81, 0.43)
C (3.21, 0.71, -1.02)
C (4.72, 0.58, -1.33)
C (2.63, 1.92, -1.78)
C (2.06, 1.62, -3.17)
C (2.93, 0.74, -4.08)
C (2.61, -1.18, 1.98)
I (3.68, -2.51, 0.58)
O (1.45, -1.81, 2.43)
C (1.45, -3.09, 3.00)
Cl (0.44, -3.07, 4.47)
P (0.72, -4.43, 1.95)
O (1.14, -5.79, 2.34)
C (3.66, -1.00, 3.14)
Cl (2.81, -0.66, 4.70)
C (4.83, -0.02, 3.01)
C (6.05, -0.54, 2.25)
P (0.40, -0.35, 0.45)
O (-0.77, -0.41, 1.33)
O (0.28, 0.78, -0.69)
O (0.68, -1.70, -0.39)
H (-6.03, -4.58, -3.40)
H (-4.53, -3.66, -3.26)
H (-5.70, -3.27, -4.53)
H (-7.37, -2.76, -2.57)
H (-5.97, -2.77, -1.52)
H (-6.62, -0.86, -3.77)
H (-4.95, -1.07, -3.28)
H (-6.28, -0.68, -0.83)
H (-7.15, 0.38, -1.91)
H (-4.20, 0.61, -2.19)
H (-5.41, 1.86, -2.11)
H (-5.34, 2.02, 0.23)
H (-4.81, 0.36, 0.44)
H (-3.04, 2.48, -0.87)
H (-2.57, 0.89, -0.27)
H (-2.83, 1.53, 2.01)
H (-3.67, 3.01, 1.58)
H (-1.72, 4.15, 1.35)
H (-1.05, 2.94, 0.29)
H (-0.89, 1.77, 2.87)
H (-0.50, 3.45, 3.13)
H (1.56, 3.24, 2.26)
H (0.97, 2.51, 0.80)
H (2.47, 1.34, 2.95)
H (0.90, 0.58, 3.04)
H (3.11, 1.76, 0.74)
H (2.71, -0.21, -1.36)
H (5.28, 1.12, -0.57)
H (4.96, 1.03, -2.29)
H (5.06, -0.45, -1.35)
H (3.42, 2.68, -1.88)
H (1.84, 2.37, -1.17)
H (1.89, 2.57, -3.68)
H (1.08, 1.16, -3.06)
H (2.52, 0.72, -5.09)
H (3.95, 1.12, -4.15)
H (2.98, -0.29, -3.72)
H (2.45, -3.41, 3.32)
H (-0.64, -4.10, 2.07)
H (1.03, -4.03, 0.64)
H (4.10, -1.99, 3.31)
H (4.50, 0.93, 2.60)
H (5.15, 0.17, 4.03)
H (6.88, 0.15, 2.40)
H (6.36, -1.51, 2.63)
H (5.88, -0.64, 1.18)
H (-0.25, 0.53, -1.47)
H (-0.05, -1.94, -0.99)

- Orbital gap: 8.9 eV
- SMILES: CCCCCCCCCCCC[C@@](N[C@H](C)CCC)([C@](I)(O[C@@H](Cl)[PH2]=O)[C@H](Cl)CC)P(=O)(O)O
- Charge: 0
- HOMO level: -9.044 eV
- Strongest force on any atom: 0.009 hartree/bohr

=====

Entry 2:
Here is a 11-piece molecular cluster, C54H141N11O16 overall at a distorted geometry from the OMol25 dataset. Energies are from the ωB97M-V functional and the def2-TZVPD basis.

Element x y z (Å)
C (-7.25, -6.39, -17.66)
O (-6.08, -5.71, -18.04)
C (-6.22, -5.04, -19.28)
C (-4.84, -4.65, -19.80)
C (-4.94, -3.42, -20.71)
N (-4.30, -5.79, -20.56)
H (-7.04, -7.16, -16.92)
H (-7.70, -6.89, -18.52)
H (-7.98, -5.74, -17.16)
H (-6.81, -5.57, -20.03)
H (-6.70, -4.09, -19.03)
H (-4.12, -4.37, -19.02)
H (-4.92, -2.50, -20.14)
H (-5.89, -3.43, -21.26)
H (-4.10, -3.44, -21.40)
H (-3.98, -6.51, -19.93)
H (-3.55, -5.54, -21.19)
C (-14.52, 2.57, -16.91)
O (-13.58, 2.07, -15.94)
C (-12.40, 2.83, -15.88)
C (-11.20, 1.92, -16.14)
C (-9.83, 2.51, -15.84)
N (-11.23, 1.36, -17.52)
H (-14.97, 3.53, -16.67)
H (-15.16, 1.68, -16.95)
H (-13.99, 2.71, -17.86)
H (-12.35, 3.68, -16.57)
H (-12.29, 3.24, -14.87)
H (-11.30, 1.05, -15.49)
H (-9.70, 2.58, -14.76)
H (-9.63, 3.50, -16.27)
H (-9.06, 1.87, -16.26)
H (-12.12, 0.85, -17.51)
H (-11.48, 2.08, -18.20)
C (-6.37, 5.04, -16.48)
O (-6.94, 4.39, -17.60)
C (-6.48, 3.09, -17.88)
C (-7.04, 2.63, -19.21)
C (-6.45, 3.37, -20.41)
N (-8.52, 2.64, -19.23)
H (-6.54, 4.48, -15.56)
H (-6.83, 6.02, -16.44)
H (-5.30, 5.20, -16.68)
H (-5.38, 3.08, -17.81)
H (-6.85, 2.43, -17.07)
H (-6.82, 1.57, -19.29)
H (-6.44, 4.45, -20.23)
H (-7.01, 3.08, -21.29)
H (-5.41, 3.04, -20.48)
H (-8.81, 2.30, -18.33)
H (-8.78, 3.63, -19.25)
C (-2.61, 0.27, -17.03)
O (-2.92, 0.60, -18.36)
C (-1.85, 0.31, -19.22)
C (-2.22, 0.57, -20.68)
C (-3.56, -0.14, -20.98)
N (-1.15, 0.15, -21.55)
H (-1.65, 0.66, -16.68)
H (-2.48, -0.83, -16.96)
H (-3.46, 0.44, -16.38)
H (-0.95, 0.86, -18.92)
H (-1.45, -0.72, -19.12)
H (-2.42, 1.64, -20.78)
H (-4.05, 0.29, -21.86)
H (-4.22, -0.01, -20.13)
H (-3.39, -1.21, -21.14)
H (-1.08, -0.85, -21.65)
H (-1.18, 0.64, -22.43)
C (-6.16, -0.78, -18.14)
O (-7.25, -1.67, -18.06)
C (-8.48, -1.06, -18.43)
C (-8.68, -1.18, -19.95)
C (-10.00, -0.55, -20.33)
N (-8.64, -2.62, -20.26)
H (-6.05, -0.41, -19.16)
H (-5.25, -1.33, -17.88)
H (-6.22, 0.07, -17.44)
H (-9.33, -1.53, -17.94)
H (-8.55, 0.00, -18.14)
H (-7.83, -0.71, -20.47)
H (-10.30, -0.69, -21.37)
H (-9.98, 0.51, -20.06)
H (-10.77, -0.99, -19.69)
H (-8.31, -2.80, -21.20)
H (-7.91, -2.99, -19.66)
C (-9.61, -7.35, -15.27)
O (-10.52, -7.11, -16.34)
C (-10.91, -5.76, -16.46)
C (-11.41, -5.38, -17.86)
C (-10.37, -5.77, -18.95)
N (-11.61, -3.92, -17.94)
H (-8.69, -6.76, -15.33)
H (-9.35, -8.41, -15.32)
H (-10.18, -7.10, -14.37)
H (-11.67, -5.49, -15.72)
H (-10.04, -5.11, -16.25)
H (-12.32, -5.94, -18.08)
H (-9.82, -6.64, -18.59)
H (-9.56, -5.05, -19.04)
H (-10.85, -5.98, -19.91)
H (-11.29, -3.59, -18.84)
H (-11.06, -3.45, -17.22)
C (-8.32, -1.83, -14.77)
O (-8.08, -1.03, -13.62)
C (-8.95, -1.32, -12.55)
C (-8.42, -0.58, -11.34)
N (-7.33, -1.30, -10.67)
C (-6.71, -0.53, -9.60)
C (-7.71, -0.11, -8.51)
O (-8.47, 1.04, -8.80)
C (-7.76, 2.26, -8.82)
H (-7.74, -1.38, -15.58)
H (-9.38, -1.85, -15.06)
H (-7.99, -2.85, -14.59)
H (-9.00, -2.39, -12.32)
H (-9.99, -1.07, -12.80)
H (-9.18, -0.39, -10.59)
H (-8.12, 0.41, -11.72)
H (-6.63, -1.50, -11.38)
H (-6.19, 0.38, -9.93)
H (-5.95, -1.20, -9.20)
H (-7.26, -0.02, -7.51)
H (-8.44, -0.92, -8.36)
H (-8.51, 3.04, -8.89)
H (-7.10, 2.27, -9.70)
H (-7.10, 2.36, -7.95)
C (-4.96, 1.58, -14.52)
O (-4.81, 0.37, -13.83)
C (-3.89, 0.50, -12.77)
C (-3.39, -0.86, -12.33)
N (-4.52, -1.74, -12.00)
C (-4.16, -3.16, -12.00)
C (-3.22, -3.52, -10.86)
O (-1.89, -3.17, -11.15)
C (-1.05, -3.54, -10.07)
H (-5.79, 1.54, -15.24)
H (-4.04, 1.81, -15.05)
H (-5.24, 2.45, -13.91)
H (-4.32, 1.04, -11.92)
H (-2.98, 1.07, -13.01)
H (-2.79, -0.75, -11.42)
H (-2.71, -1.29, -13.08)
H (-5.24, -1.49, -12.67)
H (-3.83, -3.55, -12.97)
H (-5.11, -3.65, -11.78)
H (-3.30, -4.59, -10.61)
H (-3.65, -3.04, -9.97)
H (-0.06, -3.14, -10.25)
H (-0.98, -4.62, -9.95)
H (-1.43, -3.10, -9.14)
C (-12.21, -4.03, -26.34)
O (-11.08, -3.99, -25.49)
C (-11.42, -3.71, -24.14)
C (-10.13, -3.75, -23.34)
N (-8.91, -3.16, -23.85)
C (-8.97, -1.70, -23.91)
C (-7.74, -1.18, -24.63)
O (-7.69, -1.72, -25.94)
C (-6.41, -1.97, -26.49)
H (-12.63, -3.02, -26.38)
H (-12.93, -4.77, -25.98)
H (-11.92, -4.33, -27.35)
H (-12.26, -4.33, -23.82)
H (-11.87, -2.70, -24.16)
H (-9.89, -4.82, -23.23)
H (-10.37, -3.41, -22.32)
H (-8.86, -3.46, -24.82)
H (-8.91, -1.29, -22.90)
H (-9.83, -1.36, -24.50)
H (-6.80, -1.37, -24.10)
H (-7.79, -0.08, -24.75)
H (-5.63, -1.37, -26.03)
H (-6.50, -1.68, -27.54)
H (-6.20, -3.04, -26.47)
C (-18.99, 3.98, -19.95)
O (-18.40, 2.95, -19.17)
C (-18.57, 1.67, -19.74)
C (-17.33, 0.82, -19.44)
N (-16.11, 1.31, -20.13)
C (-14.99, 0.38, -19.85)
C (-13.83, 0.85, -20.72)
O (-13.29, 2.03, -20.14)
C (-12.24, 2.53, -20.95)
H (-18.91, 4.87, -19.32)
H (-20.08, 3.85, -19.98)
H (-18.50, 4.16, -20.90)
H (-18.58, 1.60, -20.83)
H (-19.41, 1.11, -19.32)
H (-17.53, -0.15, -19.92)
H (-17.07, 0.54, -18.42)
H (-15.82, 2.15, -19.63)
H (-15.24, -0.66, -20.06)
H (-14.69, 0.44, -18.80)
H (-14.12, 1.08, -21.74)
H (-13.14, -0.01, -20.75)
H (-11.50, 1.74, -21.07)
H (-11.74, 3.32, -20.38)
H (-12.59, 2.98, -21.88)
C (-5.38, -3.25, -15.31)
O (-4.29, -4.14, -15.46)
C (-4.59, -5.46, -15.08)
C (-3.44, -6.45, -15.34)
N (-3.03, -6.44, -16.75)
C (-2.10, -5.38, -17.16)
C (-0.75, -5.49, -16.45)
O (0.14, -4.50, -16.91)
C (0.01, -3.26, -16.26)
H (-6.15, -3.53, -16.03)
H (-5.01, -2.24, -15.50)
H (-5.78, -3.27, -14.29)
H (-5.46, -5.88, -15.60)
H (-4.84, -5.45, -14.01)
H (-3.88, -7.43, -15.12)
H (-2.63, -6.31, -14.63)
H (-3.89, -6.34, -17.28)
H (-2.55, -4.39, -16.99)
H (-1.91, -5.46, -18.23)
H (-0.34, -6.47, -16.66)
H (-0.91, -5.44, -15.37)
H (-0.92, -2.71, -16.41)
H (0.83, -2.64, -16.64)
H (0.28, -3.40, -15.21)

- Orbital gap: 8.9 eV
- SMILES: COC[C@H](C)N.COC[C@H](C)N.COC[C@H](C)N.COC[C@H](C)N.COC[C@H](C)N.COC[C@H](C)N.COCCNCCOC.COCCNCCOC.COCCNCCOC.COCCNCCOC.COCCNCCOC
- Energy above the lowest of the compared OMol25 structures with the same formula, charge and spin: 0.0 kJ/mol
- Charge: 0
- HOMO level: -8.414 eV
- Strongest force on any atom: 0.044 hartree/bohr

=====

Entry 3:
Here is a 2-piece molecular cluster, C5H6N2O2 overall at a distorted geometry from the OMol25 dataset. Energies are from the ωB97M-V functional and the def2-TZVPD basis.

Element x y z (Å)
C (2.02, 1.12, 0.10)
C (-1.57, -0.98, -0.83)
C (-3.48, 0.27, -0.10)
C (2.47, 1.29, -1.29)
C (-0.38, -1.46, 1.19)
N (1.62, 1.00, 1.17)
N (-2.39, -0.25, -0.09)
O (-4.49, 0.81, 0.05)
O (-0.56, -1.48, -0.28)
H (3.48, 1.05, -1.18)
H (2.18, 2.28, -1.47)
H (1.91, 0.54, -1.82)
H (-1.08, -0.65, 1.71)
H (0.63, -1.11, 1.22)
H (-0.37, -2.43, 1.60)

- Orbital gap: 8.8 eV
- Energy above the lowest of the compared OMol25 structures with the same formula, charge and spin: 368.5 kJ/mol
- Charge: 0
- HOMO level: -8.161 eV
- Strongest force on any atom: 0.080 hartree/bohr

=====

Entry 4:
Here is an isolated ion of composition C24H35F10N6O8S2 and charge +1 at a distorted geometry from the OMol25 dataset. Energies are from the ωB97M-V functional and the def2-TZVPD basis.

Element x y z (Å)
H (4.74, -1.08, 1.45)
N (3.74, -1.28, 1.42)
C (3.15, -0.17, 1.55)
C (3.91, 1.15, 1.70)
C (1.59, -0.26, 1.58)
N (1.17, -1.06, 0.42)
C (1.32, -0.50, -0.93)
C (-0.14, -0.16, -1.43)
C (-0.46, 1.32, -1.79)
C (0.37, 2.38, -1.00)
C (1.59, 2.91, -1.82)
C (2.54, 3.69, -0.84)
C (1.97, 5.10, -0.47)
O (2.90, 5.68, 0.45)
C (2.50, 5.56, 1.76)
C (3.30, 4.77, 2.80)
O (1.51, 6.10, 2.11)
S (-0.05, -0.98, -3.10)
O (0.07, -2.40, -2.86)
O (1.14, -0.54, -3.77)
C (-1.61, -0.78, -4.09)
F (-1.86, -1.85, -4.81)
F (-2.65, -0.67, -3.22)
C (-1.69, 0.45, -5.06)
F (-0.59, 0.66, -5.75)
F (-2.64, 0.17, -5.95)
F (-2.10, 1.56, -4.45)
N (-0.94, -0.83, -0.42)
C (-1.61, 0.09, 0.60)
C (-3.09, 0.42, 0.27)
C (-3.38, 1.97, 0.15)
N (-4.70, 2.36, 0.66)
C (-0.10, -1.59, 0.41)
N (-0.43, -2.67, 1.11)
N (0.58, -3.21, 1.91)
C (1.25, -4.37, 1.32)
C (1.02, -4.75, -0.18)
O (1.99, -5.02, 1.92)
C (0.16, -3.41, 3.31)
C (-0.01, -2.21, 4.27)
O (-0.09, -4.46, 3.73)
S (-2.05, -3.34, 1.02)
O (-2.09, -4.64, 1.58)
O (-2.96, -2.52, 1.75)
C (-2.70, -3.52, -0.72)
F (-3.24, -2.42, -1.20)
F (-1.81, -4.01, -1.57)
C (-3.87, -4.60, -0.66)
F (-3.41, -5.83, -0.70)
F (-4.54, -4.42, -1.80)
F (-4.72, -4.39, 0.32)
H (4.07, 1.61, 0.71)
H (4.91, 0.96, 2.13)
H (3.42, 1.84, 2.41)
H (1.10, 0.72, 1.67)
H (1.36, -0.83, 2.50)
H (2.08, 0.29, -1.05)
H (1.81, -1.33, -1.47)
H (-1.55, 1.49, -1.72)
H (-0.16, 1.46, -2.84)
H (-0.27, 3.26, -0.78)
H (0.77, 2.01, -0.04)
H (2.18, 2.10, -2.28)
H (1.22, 3.64, -2.55)
H (3.55, 3.80, -1.26)
H (2.57, 3.14, 0.13)
H (1.00, 4.90, 0.02)
H (1.85, 5.73, -1.36)
H (3.59, 5.46, 3.61)
H (2.64, 4.02, 3.26)
H (4.22, 4.31, 2.41)
H (-1.61, -0.44, 1.57)
H (-1.02, 1.01, 0.77)
H (-3.46, -0.03, -0.66)
H (-3.72, 0.05, 1.10)
H (-3.40, 2.18, -0.94)
H (-2.56, 2.59, 0.58)
H (-5.31, 2.49, -0.14)
H (-5.13, 1.60, 1.19)
H (1.98, -5.14, -0.54)
H (0.25, -5.53, -0.25)
H (0.80, -3.85, -0.79)
H (0.92, -2.12, 4.87)
H (-0.24, -1.26, 3.76)
H (-0.79, -2.50, 4.99)

- Orbital gap: 7.5 eV
- SMILES: [H]/N=C(\C)CN1C[C@@](CCCCCOC(C)=O)(S(=O)(=O)C(F)(F)C(F)(F)F)N(CCCN)/C1=[N+](/N(C(C)=O)C(C)=O)S(=O)(=O)C(F)(F)C(F)(F)F
- Charge: +1
- HOMO level: -12.230 eV
- Strongest force on any atom: 0.084 hartree/bohr

=====

Entry 5:
Here is C3H6EuO4 as an isolated structure at a distorted geometry from the OMol25 dataset. Energies are from the ωB97M-V functional and the def2-TZVPD basis.

Element x y z (Å)
O (2.03, -0.55, -0.13)
C (0.68, -0.83, -0.49)
C (-0.20, -0.57, 0.73)
O (-1.57, -0.48, 0.36)
C (-2.20, 0.66, 0.04)
O (-3.38, 0.63, -0.20)
O (-1.53, 1.80, 0.09)
H (2.63, -1.21, -0.49)
H (0.58, -1.88, -0.79)
H (0.38, -0.22, -1.35)
H (0.12, 0.31, 1.31)
H (-0.11, -1.40, 1.44)
Eu (3.32, 1.79, 0.00)
H (-0.73, 1.96, -0.53)

- Orbital gap (alpha / beta): 5.3 / 5.1 eV
- <S²>: 15.76
- Charge: 0
- Multiplicity: 8
- HOMO level (alpha / beta): -5.511 / -5.255 eV
- Strongest force on any atom: 0.070 hartree/bohr

=====

Entry 6:
Here is a 2-piece molecular cluster, CH4O2P overall at a distorted geometry from the OMol25 dataset. Energies are from the ωB97M-V functional and the def2-TZVPD basis.

Element x y z (Å)
C (1.51, 1.58, -0.14)
O (1.27, -1.06, -0.03)
O (-2.58, -1.89, 0.01)
P (0.58, 0.24, 0.27)
H (2.57, 1.48, -0.40)
H (-1.80, -1.73, -0.57)
H (1.27, 2.59, 0.28)
H (-2.83, -1.21, 0.57)

- Orbital gap: 7.6 eV
- Energy above the lowest of the compared OMol25 structures with the same formula, charge and spin: 192.7 kJ/mol
- Charge: -1
- HOMO level: -3.125 eV
- Strongest force on any atom: 0.079 hartree/bohr

=====

DFT total energy: -3236.971408, -3947.792101, -453.993858, -3660.533885, -1129.063149, -532.356286 (Ha)